Density functional theory data (the ωB97M-V functional and the def2-TZVPD basis) for a molecular structure, C22H35FN2OS in a non-equilibrium geometry.

XYZ file:
```
62
Properties=species:S:1:pos:R:3
C 4.47 2.70 -0.16
C 4.03 2.88 -1.67
C 5.23 2.31 -2.58
C 2.77 1.98 -2.06
C 1.43 2.67 -1.58
C 0.24 1.68 -1.36
C 0.20 0.77 -0.22
C 1.37 0.77 0.80
C 1.05 1.54 2.17
C -0.07 2.63 1.93
O 2.29 2.10 2.67
C -1.01 -0.16 -0.02
C -0.93 -1.09 1.25
C 0.09 -2.31 1.06
C 0.95 -2.54 2.37
F 0.90 -2.16 -0.10
C -2.16 -0.17 -0.94
C -3.40 -1.13 -0.64
C -3.01 -2.66 -0.79
C -3.80 -3.65 0.17
C -5.17 -3.10 0.72
C -2.95 -4.21 1.39
C -2.08 0.73 -2.12
N -3.04 0.82 -3.12
S -2.42 1.95 -4.20
N -0.97 2.43 -3.50
C -0.88 1.66 -2.34
H 4.37 1.61 0.16
H 3.87 3.38 0.50
H 5.57 2.93 -0.03
H 3.86 3.97 -1.84
H 5.08 2.73 -3.62
H 5.08 1.19 -2.60
H 6.21 2.61 -2.13
H 2.79 1.92 -3.19
H 2.89 0.94 -1.65
H 1.10 3.53 -2.23
H 1.66 3.14 -0.57
H 2.28 1.26 0.37
H 1.71 -0.26 1.11
H 0.71 0.80 2.96
H -1.08 2.17 1.76
H 0.27 3.26 1.07
H -0.15 3.29 2.85
H 2.09 2.35 3.60
H -1.94 -1.58 1.39
H -0.74 -0.52 2.20
H -0.48 -3.27 0.91
H 0.30 -2.63 3.29
H 1.70 -1.72 2.56
H 1.56 -3.49 2.22
H -4.14 -0.88 -1.46
H -3.76 -0.83 0.38
H -1.89 -2.72 -0.62
H -3.17 -2.96 -1.86
H -4.06 -4.56 -0.46
H -5.66 -3.92 1.33
H -5.87 -2.71 -0.06
H -4.94 -2.28 1.47
H -2.73 -3.44 2.17
H -3.58 -5.04 1.85
H -2.03 -4.73 1.00
```

LUMO energy = -0.54 eV
M = 394.60 Da
total charge = 0
Kohn-Sham gap = 0.2805 Eh
highest occupied orbital energy = -8.173 eV
total energy = -41959.6249 eV

***

Density functional theory data (the ωB97M-V functional and the def2-TZVPD basis) for a molecular structure, C22H35IrO4Se2Si2Te3.

XYZ file:
```
69
Properties=species:S:1:pos:R:3
Ir -1.43 -0.12 -0.21
Se -2.31 -1.87 -1.62
Te -1.10 -3.89 -0.79
Te -0.32 -3.04 1.66
Se -1.79 -1.13 2.05
O 0.95 -0.44 -2.58
C 1.99 -1.23 -2.02
C 1.77 -1.38 -0.48
O 2.64 -1.95 0.18
O 0.69 -0.89 0.02
C 2.00 -2.61 -2.69
C 1.48 -2.71 -3.99
C 1.45 -3.93 -4.65
C 1.93 -5.07 -4.03
C 2.46 -4.98 -2.75
C 2.49 -3.76 -2.09
C 3.29 -0.47 -2.22
C 3.31 0.91 -2.03
C 4.48 1.63 -2.16
C 5.67 0.98 -2.47
C 5.66 -0.40 -2.65
C 4.48 -1.12 -2.52
H 0.11 -0.87 -2.33
H 1.11 -1.82 -4.47
H 1.04 -3.98 -5.65
H 1.90 -6.02 -4.54
H 2.85 -5.86 -2.26
H 2.91 -3.69 -1.09
H 2.39 1.42 -1.78
H 4.47 2.70 -2.01
H 6.59 1.54 -2.58
H 6.58 -0.92 -2.89
H 4.49 -2.19 -2.67
O 0.04 2.14 1.32
H 0.75 1.50 1.21
H -0.42 1.85 2.12
C -4.04 2.11 0.59
Si -3.94 2.98 -1.06
C -4.89 4.59 -1.00
C -4.68 1.88 -2.37
C -2.15 3.45 -1.40
Te -0.68 1.93 -1.72
C -1.29 1.42 -3.71
Si -0.45 2.47 -5.03
C 1.37 2.07 -5.06
C -1.24 2.03 -6.67
C -0.72 4.28 -4.68
H -5.07 1.96 0.91
H -3.51 2.65 1.37
H -3.57 1.11 0.49
H -5.94 4.41 -0.76
H -4.85 5.11 -1.96
H -4.48 5.26 -0.24
H -5.74 1.72 -2.14
H -4.20 0.89 -2.39
H -4.62 2.32 -3.36
H -1.77 3.99 -0.53
H -2.07 4.12 -2.26
H -2.38 1.50 -3.74
H -1.03 0.37 -3.84
H 1.53 1.02 -5.30
H 1.84 2.25 -4.09
H 1.89 2.68 -5.81
H -1.13 0.97 -6.89
H -0.77 2.59 -7.49
H -2.30 2.27 -6.68
H -0.28 4.57 -3.72
H -1.78 4.54 -4.67
H -0.24 4.89 -5.45
```

LUMO energy (alpha / beta) = -0.86 / -2.23 eV
M = 1152.63 Da
total charge = 0
<S²> = 6.0223
Kohn-Sham gap (alpha / beta) = 0.2366 / 0.2238 Eh
highest occupied orbital energy (alpha / beta) = -7.295 / -8.316 eV
total energy = -202740.4915 eV
2S+1 = 5
relative energy (zero: lowest compared OMol25 entry of this formula, charge and spin) = 50.1 kJ/mol

***

Density functional theory data (the ωB97M-V functional and the def2-TZVPD basis) for 4 unconnected molecules or ions with the total composition C22H35N2O12P3S2 in a non-equilibrium geometry.

XYZ file:
```
76
Properties=species:S:1:pos:R:3
S 3.47 -4.45 1.31
C 3.73 -2.98 0.67
N 3.92 -1.76 0.62
C 2.65 -1.03 0.75
C 2.66 0.33 0.19
C 1.43 1.12 0.24
C 0.25 0.52 0.85
C 0.22 -0.83 1.44
C 1.46 -1.62 1.39
N -0.96 -1.41 2.06
C -2.18 -1.22 1.28
C -3.06 -2.39 1.16
C -4.31 -2.26 0.40
C -4.61 -0.99 -0.23
C -3.76 0.20 -0.13
C -2.53 0.08 0.65
S -1.33 1.43 0.92
H 3.57 0.76 -0.27
H 1.44 2.15 -0.19
H 1.43 -2.63 1.83
H -1.15 -0.95 2.97
H -2.80 -3.36 1.66
H -5.04 -3.10 0.28
H -5.54 -0.87 -0.84
H -4.00 1.17 -0.62
C 1.92 2.53 8.88
O 0.91 1.57 8.52
P 0.97 1.08 6.88
O 0.07 2.21 6.43
O 0.09 -0.26 7.18
C -0.61 -0.47 8.40
O 1.30 0.45 5.35
C 0.98 1.22 4.21
H 1.82 2.75 9.94
H 2.91 2.12 8.69
H 1.78 3.45 8.30
H -1.29 0.36 8.61
H 0.08 -0.62 9.22
H -1.21 -1.37 8.29
H 1.47 2.20 4.25
H -0.10 1.33 4.10
H 1.36 0.69 3.33
C 6.88 3.54 -3.96
O 7.70 2.37 -3.99
P 7.14 1.09 -3.01
O 7.88 1.60 -1.79
O 8.03 -0.02 -3.80
C 9.07 0.34 -4.70
O 6.34 -0.19 -2.25
C 6.31 -0.24 -0.83
H 7.31 4.27 -4.64
H 5.87 3.30 -4.29
H 6.86 3.96 -2.95
H 9.79 1.00 -4.23
H 8.65 0.79 -5.60
H 9.58 -0.58 -5.00
H 5.88 0.68 -0.42
H 7.30 -0.42 -0.43
H 5.67 -1.07 -0.54
C -8.16 0.46 -7.05
O -8.31 -0.63 -6.14
P -7.12 -0.69 -4.92
O -6.18 -1.52 -5.78
O -8.02 -1.66 -3.97
C -9.19 -2.32 -4.44
O -6.07 -0.49 -3.61
C -4.70 -0.80 -3.76
H -8.98 0.42 -7.76
H -8.19 1.41 -6.52
H -7.22 0.37 -7.60
H -8.98 -2.92 -5.33
H -9.98 -1.60 -4.64
H -9.54 -2.99 -3.65
H -4.26 -0.23 -4.59
H -4.55 -1.87 -3.90
H -4.19 -0.50 -2.84
```

structure (SMILES) = S=C=Nc1ccc2c(c1)Nc1ccccc1S2.COP(=O)(OC)OC.COP(=O)(OC)OC.COP(=O)(OC)OC
LUMO energy = -1.93 eV
M = 676.58 Da
total charge = 0
Kohn-Sham gap = 0.2315 Eh
highest occupied orbital energy = -8.229 eV
total energy = -100461.3445 eV
relative energy (zero: lowest compared OMol25 entry of this formula, charge and spin) = 0.0 kJ/mol

***

Density functional theory data (the ωB97M-V functional and the def2-TZVPD basis) for C22H35N3O3S in the gas phase.

XYZ file:
```
64
Properties=species:S:1:pos:R:3
C -0.34 -4.33 0.77
H -0.55 -3.37 1.23
H -0.71 -4.31 -0.26
H -0.86 -5.12 1.31
C 1.17 -4.58 0.77
C 1.88 -3.40 0.17
C 1.93 -3.24 -1.21
C 2.49 -2.10 -1.76
C 3.01 -1.11 -0.95
C 2.99 -1.28 0.42
C 2.42 -2.42 0.98
H 2.39 -2.53 2.05
H 3.40 -0.52 1.06
C 3.50 0.19 -1.53
N 2.50 1.21 -1.25
C 2.79 2.30 -0.52
O 3.93 2.62 -0.23
C 1.61 3.19 -0.09
C 1.82 3.56 1.38
C 1.63 2.33 2.26
C 0.26 1.69 2.01
N 0.10 1.42 0.61
S -0.57 0.03 0.06
O -0.29 -0.98 1.03
O -0.14 -0.13 -1.29
N -2.22 0.18 0.01
C -2.92 0.25 1.27
H -2.35 -0.36 1.97
C -4.34 -0.30 1.09
C -4.29 -1.79 0.80
H -3.96 -2.33 1.69
H -5.28 -2.16 0.53
H -3.59 -2.00 0.00
C -5.03 0.49 -0.03
C -4.22 0.49 -1.33
C -4.88 1.36 -2.39
H -4.30 1.34 -3.31
H -5.88 0.99 -2.61
H -4.96 2.39 -2.05
C -2.80 0.99 -1.03
H -2.17 0.88 -1.91
H -2.84 2.05 -0.74
H -4.15 -0.53 -1.70
H -6.02 0.08 -0.21
H -5.17 1.53 0.30
H -4.89 -0.13 2.02
H -2.96 1.28 1.64
C 0.22 2.57 -0.25
H -0.53 3.33 0.02
H 0.03 2.25 -1.28
H -0.53 2.37 2.37
H 0.18 0.73 2.52
H 2.41 1.60 2.02
H 1.72 2.59 3.31
H 2.82 3.96 1.51
H 1.10 4.33 1.67
H 1.68 4.10 -0.70
H 1.55 0.88 -1.36
H 3.63 0.11 -2.62
H 4.44 0.52 -1.08
H 2.50 -1.98 -2.84
H 1.51 -4.00 -1.85
H 1.51 -4.73 1.80
H 1.39 -5.49 0.20
```

structure (SMILES) = CCc1ccc(CNC(=O)[C@@H]2CCCN(S(=O)(=O)N3C[C@H](C)C[C@@H](C)C3)C2)cc1
LUMO energy = 0.51 eV
M = 421.61 Da
total charge = 0
Kohn-Sham gap = 0.3296 Eh
highest occupied orbital energy = -8.456 eV
total energy = -44831.6418 eV
relative energy (zero: lowest compared OMol25 entry of this formula, charge and spin) = 9.2 kJ/mol

***

Density functional theory data (the ωB97M-V functional and the def2-TZVPD basis) for 4 unconnected molecules or ions with the total composition C22H35NO17P2 in a non-equilibrium geometry.

XYZ file:
```
77
Properties=species:S:1:pos:R:3
C -6.49 0.50 -1.09
C -5.82 0.57 0.32
O -4.39 0.48 0.08
P -3.55 -0.09 1.35
O -4.36 -0.32 2.55
C -2.81 -1.69 0.84
C -1.25 -1.69 0.74
C -0.68 -0.55 -0.07
C -0.81 -0.23 -1.36
P -1.77 -1.10 -2.64
N -1.37 -2.61 -2.70
O -1.43 -0.38 -4.05
O -3.38 -0.97 -2.38
C -0.01 1.06 -1.50
O 0.11 1.68 -2.47
O 0.56 1.43 -0.30
C 0.24 0.46 0.63
O 0.58 0.44 1.73
O -2.41 1.02 1.71
C -2.96 2.35 1.85
C -2.73 3.25 0.62
H -7.48 0.97 -1.05
H -5.83 0.90 -1.87
H -6.64 -0.58 -1.30
H -6.23 -0.26 0.90
H -6.04 1.56 0.75
H -3.20 -1.96 -0.15
H -3.14 -2.46 1.55
H -0.98 -2.62 0.20
H -0.78 -1.80 1.73
H -0.67 -2.74 -1.96
H -1.52 0.59 -3.98
H -3.78 -1.64 -2.97
H -2.44 2.82 2.70
H -4.04 2.32 2.07
H -1.71 3.19 0.21
H -2.84 4.30 0.98
H -3.48 3.13 -0.17
C 2.81 3.21 1.70
C 3.16 3.01 3.15
C 2.29 3.80 4.10
O 3.16 3.99 5.22
C 4.43 3.98 4.73
O 5.39 4.33 5.35
O 4.46 3.53 3.45
H 3.47 2.62 1.06
H 1.78 2.92 1.50
H 2.95 4.26 1.40
H 3.15 1.95 3.40
H 1.39 3.26 4.40
H 2.01 4.78 3.71
C 5.07 0.04 5.94
C 5.45 -1.19 5.15
C 4.73 -1.31 3.83
O 4.71 -2.73 3.63
C 4.74 -3.31 4.86
O 4.52 -4.45 5.07
O 5.05 -2.39 5.82
H 5.62 0.07 6.88
H 5.27 0.95 5.38
H 4.01 0.01 6.20
H 6.54 -1.23 5.01
H 5.24 -0.81 3.02
H 3.69 -0.96 3.88
C -0.16 -1.79 -6.39
C -0.39 -2.58 -7.66
C -0.10 -4.05 -7.52
O 0.28 -4.41 -8.86
C 0.80 -3.30 -9.44
O 1.41 -3.29 -10.46
O 0.54 -2.19 -8.68
H -0.39 -0.74 -6.55
H -0.79 -2.16 -5.59
H 0.88 -1.85 -6.08
H -1.40 -2.41 -8.04
H -0.97 -4.62 -7.20
H 0.74 -4.26 -6.86
```

structure (SMILES) = CCOP(=O)(CCC1=C(P(=N)(O)O)C(=O)OC1=O)OCC.C[C@@H]1COC(=O)O1.C[C@@H]1COC(=O)O1.C[C@@H]1COC(=O)O1
LUMO energy = -1.76 eV
M = 647.46 Da
total charge = 0
Kohn-Sham gap = 0.3098 Eh
highest occupied orbital energy = -10.188 eV
total energy = -78260.7244 eV

***

Density functional theory data (the ωB97M-V functional and the def2-TZVPD basis) for a molecular structure, C22H35NO3P2RuS in a non-equilibrium geometry.

XYZ file:
```
65
Properties=species:S:1:pos:R:3
P 0.97 -1.93 -1.48
P 1.10 1.24 -2.63
C 0.33 -1.41 -3.06
C 1.06 -0.25 -3.74
H -0.74 -1.21 -2.81
H 0.47 -2.34 -3.65
H 2.10 -0.53 -3.99
H 0.50 -0.07 -4.66
C -0.27 2.22 -3.52
H -0.75 2.89 -2.79
H -1.05 1.59 -3.97
H 0.13 2.88 -4.32
C 2.42 2.44 -3.19
H 2.12 3.07 -4.04
H 3.36 1.92 -3.41
H 2.59 3.08 -2.31
C -0.14 -3.41 -1.49
H -0.09 -4.02 -0.59
H 0.13 -4.01 -2.38
H -1.16 -3.00 -1.54
C 2.77 -2.21 -1.97
H 3.20 -1.54 -2.76
H 2.72 -3.29 -2.23
H 3.44 -2.14 -1.07
Ru 1.98 -1.15 0.12
C -1.51 3.00 0.51
C -2.66 2.97 -0.10
C -3.15 2.18 -1.28
C -3.88 0.82 -1.03
C -2.80 -0.21 -1.03
C -1.89 -0.07 -0.06
C -0.61 0.69 -0.18
C -0.37 2.00 0.56
C 1.57 -3.08 0.67
H -1.28 3.88 1.17
H -3.35 3.78 0.18
H -2.24 2.03 -1.91
H -3.86 2.81 -1.85
H -4.36 0.74 -0.04
H -4.65 0.68 -1.76
H -3.00 -1.16 -1.54
H -1.76 -0.89 0.65
H -0.32 0.79 -1.26
H 0.19 -0.05 0.18
H -0.09 1.81 1.62
H 0.54 2.45 0.10
H 2.30 -2.99 1.47
H 1.90 -3.90 -0.04
H 0.57 -3.19 1.11
O 2.94 0.79 2.36
S 2.38 -0.33 3.08
O 3.26 -1.29 3.73
N 1.22 -0.98 2.03
C -0.03 -1.21 2.59
O -0.83 -2.06 2.13
C -0.15 -0.41 3.84
C -1.26 -0.35 4.69
C -1.07 0.08 6.00
C 0.20 0.42 6.49
C 1.29 0.43 5.60
C 1.10 0.03 4.28
H -2.26 -0.63 4.32
H -1.91 0.16 6.69
H 0.35 0.71 7.53
H 2.29 0.75 5.94
```

LUMO energy (alpha / beta) = -6.53 / -10.75 eV
M = 556.61 Da
total charge = +2
<S²> = 6.1213
Kohn-Sham gap (alpha / beta) = 0.2552 / 0.1105 Eh
highest occupied orbital energy (alpha / beta) = -13.474 / -13.758 eV
total energy = -62981.4095 eV
2S+1 = 5
relative energy (zero: lowest compared OMol25 entry of this formula, charge and spin) = 613.8 kJ/mol

***

Density functional theory data (the ωB97M-V functional and the def2-TZVPD basis) for a molecular structure, C22H35NO4P2Pb in a non-equilibrium geometry.

XYZ file:
```
65
Properties=species:S:1:pos:R:3
Pb 0.43 0.76 -0.12
P 0.47 2.40 -2.29
P 0.68 -0.88 2.07
N 1.83 2.12 0.91
H -1.13 1.60 0.34
C -0.92 3.59 -2.37
H -0.83 4.18 -3.29
H -0.87 4.24 -1.49
H -1.87 3.05 -2.35
C 0.46 1.43 -3.82
H 0.40 2.10 -4.69
H -0.38 0.72 -3.82
H 1.37 0.83 -3.87
C 2.00 3.39 -2.32
H 2.02 4.00 -3.24
H 2.86 2.71 -2.29
H 2.04 4.02 -1.43
C -0.54 -0.68 3.43
H -0.30 -1.35 4.27
H -1.57 -0.86 3.11
H -0.47 0.38 3.71
C 0.91 -2.59 1.56
H 0.89 -3.31 2.38
H 1.75 -2.76 0.87
H 0.00 -2.80 1.00
C 2.30 -0.55 2.85
H 2.40 -1.26 3.69
H 2.34 0.48 3.19
H 3.12 -0.71 2.14
C 2.86 2.85 1.25
C 3.60 4.87 2.45
C 2.57 4.08 1.96
C 4.25 2.52 1.01
C 5.26 3.33 1.51
C 4.92 4.49 2.22
H 3.34 5.78 3.00
H 1.50 4.30 2.09
H 4.44 1.59 0.44
H 6.30 3.05 1.35
H 5.73 5.12 2.61
C -1.54 -0.96 -2.02
O -0.29 -0.81 -1.92
C -2.52 0.15 -1.87
H -3.52 -0.25 -1.79
H -2.45 0.76 -2.77
H -2.41 0.78 -0.97
C -2.09 -2.31 -2.34
H -2.96 -2.59 -1.76
H -1.27 -3.02 -2.23
H -2.41 -2.29 -3.38
O -0.43 -4.18 -0.12
C -1.81 -4.12 0.05
C -2.43 -5.32 -0.31
C -3.82 -5.40 -0.22
C -4.60 -4.33 0.29
C -3.94 -3.20 0.72
C -2.54 -3.05 0.60
C -2.31 -1.61 0.73
O -3.36 -0.89 0.83
O -1.16 -1.04 0.67
H -0.06 -3.44 -0.66
H -1.78 -6.17 -0.59
H -4.32 -6.32 -0.52
H -5.70 -4.31 0.40
H -4.45 -2.34 1.12
```

LUMO energy (alpha / beta) = -1.02 / -0.49 eV
M = 646.67 Da
total charge = 0
Kohn-Sham gap (alpha / beta) = 0.2162 / 0.2093 Eh
highest occupied orbital energy (alpha / beta) = -6.900 / -6.186 eV
total energy = -56881.4584 eV
relative energy (zero: lowest compared OMol25 entry of this formula, charge and spin) = 107.6 kJ/mol

***

- Which value of total charge does entry 1 give?
  0

***

What did the first record say?
Density functional theory data (the ωB97M-V functional and the def2-TZVPD basis) for a molecular structure, C22H35FN2OS in a non-equilibrium geometry.

XYZ file:
```
62
Properties=species:S:1:pos:R:3
C 4.47 2.70 -0.16
C 4.03 2.88 -1.67
C 5.23 2.31 -2.58
C 2.77 1.98 -2.06
C 1.43 2.67 -1.58
C 0.24 1.68 -1.36
C 0.20 0.77 -0.22
C 1.37 0.77 0.80
C 1.05 1.54 2.17
C -0.07 2.63 1.93
O 2.29 2.10 2.67
C -1.01 -0.16 -0.02
C -0.93 -1.09 1.25
C 0.09 -2.31 1.06
C 0.95 -2.54 2.37
F 0.90 -2.16 -0.10
C -2.16 -0.17 -0.94
C -3.40 -1.13 -0.64
C -3.01 -2.66 -0.79
C -3.80 -3.65 0.17
C -5.17 -3.10 0.72
C -2.95 -4.21 1.39
C -2.08 0.73 -2.12
N -3.04 0.82 -3.12
S -2.42 1.95 -4.20
N -0.97 2.43 -3.50
C -0.88 1.66 -2.34
H 4.37 1.61 0.16
H 3.87 3.38 0.50
H 5.57 2.93 -0.03
H 3.86 3.97 -1.84
H 5.08 2.73 -3.62
H 5.08 1.19 -2.60
H 6.21 2.61 -2.13
H 2.79 1.92 -3.19
H 2.89 0.94 -1.65
H 1.10 3.53 -2.23
H 1.66 3.14 -0.57
H 2.28 1.26 0.37
H 1.71 -0.26 1.11
H 0.71 0.80 2.96
H -1.08 2.17 1.76
H 0.27 3.26 1.07
H -0.15 3.29 2.85
H 2.09 2.35 3.60
H -1.94 -1.58 1.39
H -0.74 -0.52 2.20
H -0.48 -3.27 0.91
H 0.30 -2.63 3.29
H 1.70 -1.72 2.56
H 1.56 -3.49 2.22
H -4.14 -0.88 -1.46
H -3.76 -0.83 0.38
H -1.89 -2.72 -0.62
H -3.17 -2.96 -1.86
H -4.06 -4.56 -0.46
H -5.66 -3.92 1.33
H -5.87 -2.71 -0.06
H -4.94 -2.28 1.47
H -2.73 -3.44 2.17
H -3.58 -5.04 1.85
H -2.03 -4.73 1.00
```

LUMO energy = -0.54 eV
M = 394.60 Da
total charge = 0
Kohn-Sham gap = 0.2805 Eh
highest occupied orbital energy = -8.173 eV
total energy = -41959.6249 eV